1.
C39H38As2CdN3O6S as an isolated structure, computed with ωB97M-V with the def2-TZVPD basis set.

Results
* orbital gap: 5.524 eV
* energy relative to the best compared isomer or geometry (same formula, charge and spin): 538.0 kJ/mol
* LUMO level: 2.380 eV
* E_HOMO: -3.14 eV
* total charge: -1
* largest force on an atom: 0.50 eV Å⁻¹

Cartesian coordinates (Å):
H -1.98 4.95 -4.50
C -4.60 2.94 -2.52
As 1.16 2.02 -1.90
C -1.31 0.41 -2.17
H -4.83 -0.80 3.02
H 2.04 -2.74 3.67
H 3.85 3.19 -1.75
C 3.12 -0.01 -0.94
H 3.80 3.97 3.31
C -1.96 2.31 0.32
C -4.53 -2.42 1.65
H 1.33 2.41 4.20
H -1.26 3.20 -2.92
H -1.63 -0.62 -2.28
H 0.62 3.75 -4.29
H 2.22 -0.18 -3.74
H 4.54 -1.45 -0.21
C -1.53 -2.97 -0.62
C 1.91 0.63 -4.39
C 2.79 3.60 3.14
H 3.72 1.02 1.20
H 3.24 3.35 1.04
H -1.35 0.87 -3.17
C -2.32 3.40 -3.06
H 2.43 -0.44 -6.17
N -2.17 -1.22 0.91
O -5.67 -3.11 1.99
H -4.39 5.44 -4.80
C 0.10 0.40 -1.61
C -4.19 -1.25 2.26
C 1.40 1.80 -3.84
C 1.64 1.51 -6.61
C -2.11 4.44 1.57
C 4.40 -0.44 -0.57
H 3.21 0.93 5.12
N 3.24 1.53 4.31
O -3.13 1.63 3.09
O -0.30 -2.57 -0.46
O 0.67 0.03 3.82
C -1.92 2.42 2.90
H 0.09 0.98 2.45
C -2.06 3.89 2.78
C 2.03 0.48 -5.76
H -2.08 4.50 3.68
C -2.72 4.39 -3.94
H 0.06 0.28 -0.53
C 3.62 0.89 3.18
N 3.44 1.53 2.02
C -4.07 4.66 -4.11
H -5.34 2.37 -1.97
H -1.21 2.16 3.70
C 2.74 2.80 1.85
C 1.13 2.68 -6.08
H 0.64 -0.45 -2.03
C -5.01 3.93 -3.40
S 4.33 -0.64 3.27
C -3.01 -0.56 1.81
H 6.46 0.11 -0.33
C 5.27 1.74 -1.07
H 1.73 1.39 -7.68
H -2.53 4.15 -0.54
O -1.90 -3.77 -1.47
H -6.07 4.14 -3.53
H 6.10 2.43 -1.11
O -0.20 1.21 1.54
C 5.47 0.43 -0.64
H 2.31 -0.72 -0.87
Cd 0.04 -1.34 1.26
H 0.38 -2.95 4.22
C 2.91 1.30 -1.38
C -2.63 0.70 2.12
C -2.56 -2.37 0.34
C 4.00 2.16 -1.43
C -3.74 -3.00 0.63
C -2.18 3.63 0.35
C 2.38 2.71 4.30
C 1.21 -2.24 4.16
H 2.50 3.23 5.25
As -2.78 1.20 -1.09
C 1.02 2.83 -4.70
H -4.01 -3.93 0.14
C -3.25 2.65 -2.34
C 0.78 -1.08 3.31
H 1.51 -1.91 5.16
H -6.12 -2.61 2.68
C -1.57 1.63 1.62
H -2.17 5.52 1.46
H 0.83 3.49 -6.73
H 2.12 4.45 3.07
H 1.71 2.62 1.55

=====

2.
C39H38N2OPSc as an isolated structure, computed with ωB97M-V with the def2-TZVPD basis set.

Results
* orbital gap: 6.892 eV
* energy relative to the best compared isomer or geometry (same formula, charge and spin): 207.3 kJ/mol
* LUMO level: 0.327 eV
* E_HOMO: -6.57 eV
* largest force on an atom: 1.76 eV Å⁻¹

Cartesian coordinates (Å):
C -0.56 -4.20 -0.34
H 5.69 1.83 -2.34
C 1.48 5.75 0.15
C 0.06 -4.85 2.04
H 4.34 -3.89 0.84
C -2.24 0.80 -1.66
H -1.05 1.70 1.81
H 0.71 -5.56 1.52
C 1.23 0.29 -5.26
C -2.97 -3.31 2.28
C 0.47 0.26 3.96
C 4.99 1.19 -1.82
Sc -0.88 -0.03 0.21
C -2.73 -1.24 -0.76
C -2.90 -1.20 3.36
H 0.64 2.67 1.26
C 4.03 -2.91 0.52
H 3.31 2.45 -2.28
H 1.66 3.95 -2.71
C 0.83 1.41 -3.15
N 1.04 -0.82 0.94
C -1.71 -3.11 1.77
H -3.93 -0.44 0.92
C 5.38 0.02 -1.26
C 0.38 1.17 -5.91
H -1.60 -1.08 -2.67
H 1.15 0.51 3.16
H -1.34 -3.82 -1.00
N 0.00 -1.76 1.02
H -0.38 -5.37 2.90
O 0.72 0.54 1.13
H 1.64 6.76 0.51
C 1.45 0.41 -3.89
C 3.12 -0.38 -0.38
H -4.60 -2.49 3.46
H -0.29 -5.20 -0.70
H 0.95 4.96 2.07
P 0.95 1.36 -1.31
C -0.05 2.27 -3.81
H -3.34 1.97 -0.13
H 0.64 0.95 4.79
C -3.29 -0.25 0.07
H 6.41 -0.32 -1.35
C -1.04 -4.32 1.11
H -2.87 -2.30 -0.65
C 2.73 -2.47 0.81
C 0.91 3.45 0.55
C 1.10 3.13 -0.80
H -3.45 -4.26 2.12
H -1.55 0.37 4.49
H -1.83 -5.07 1.09
H 1.73 -0.49 -5.82
H -1.08 2.51 3.35
H 5.93 -2.37 -0.30
H -0.58 3.04 -3.25
C 1.49 4.16 -1.66
H 0.21 1.09 -6.97
C 1.10 4.74 1.02
C -2.07 -0.60 -1.83
H -0.95 2.85 -5.67
C -1.61 -0.92 2.86
H -2.53 1.68 2.76
H -1.93 1.55 -2.36
C 4.91 -2.08 -0.11
H -3.35 -0.48 4.03
H 0.70 -0.75 4.32
C 2.70 0.81 -1.08
C 3.63 1.56 -1.75
C -1.44 1.63 2.82
H 2.07 -3.09 1.39
C 2.29 -1.22 0.43
H 2.13 -0.28 -3.40
C -3.61 -2.33 3.06
C -0.27 2.16 -5.18
C 4.47 -0.81 -0.57
C -1.01 0.33 3.54
H 1.98 6.23 -1.89
C 1.68 5.45 -1.19
H 0.67 -4.04 2.43
C -2.97 1.01 -0.48
H 0.31 -3.56 -0.44
C -1.03 -1.85 1.95

=====

3.
C39H38N3O5STl as an isolated structure, computed with ωB97M-V with the def2-TZVPD basis set.

Results
* orbital gap (spin up / spin down): 5.495 / 5.238 eV
* energy relative to the best compared isomer or geometry (same formula, charge and spin): 245.4 kJ/mol
* LUMO level (spin up / spin down): -8.208 / -8.393 eV
* E_HOMO (spin up / spin down): -13.70 / -13.63 eV
* total charge: +2
* largest force on an atom: 1.03 eV Å⁻¹

Cartesian coordinates (Å):
C -0.24 4.37 -1.02
C 4.33 -0.35 0.22
C 3.02 -1.49 3.18
C -2.75 -1.56 -6.34
H 3.70 -3.55 -0.67
H 2.43 1.57 -3.79
C 3.21 0.27 -0.31
H 0.35 4.04 -1.87
N 1.05 0.11 -1.40
H -0.66 -1.63 -3.66
H -0.70 -0.97 -6.07
H 0.38 -2.45 -1.63
C 2.52 0.82 3.54
C 2.02 -1.50 2.23
C 3.26 -0.30 3.86
S -2.67 -2.77 -1.97
H 5.08 0.25 0.72
H -5.41 2.76 -1.26
C -3.39 2.15 -1.53
N 1.30 -0.42 1.93
C -3.88 -2.11 -5.75
H 5.39 -2.19 0.52
C 1.97 0.60 -3.62
C 2.42 -1.90 -1.10
H -4.73 -2.92 -3.95
C -4.03 4.37 -0.85
C -3.71 0.73 -1.88
C -2.02 2.61 -1.50
C 0.79 1.99 2.15
H -0.35 -6.51 0.05
N -1.03 1.76 -1.76
C -1.36 -4.87 -0.89
H 1.51 0.29 -4.56
H -0.25 -7.86 -2.02
O -0.18 1.82 1.30
H -2.47 5.81 -0.48
H -3.40 0.06 -1.08
H -1.41 -4.27 0.01
C -0.27 1.53 -2.75
H 1.54 -3.79 -1.64
C 3.04 1.77 -0.22
H 2.76 -0.11 -3.36
C -2.68 -2.32 -3.69
C -1.67 3.95 -1.10
C -4.37 3.06 -1.22
H -1.20 -6.98 -4.12
H 2.01 -4.54 1.23
C 3.56 -2.49 -0.56
C -1.58 -1.38 -5.59
C -0.70 -6.87 -2.04
H 0.23 3.91 -0.15
O 1.19 3.06 2.55
C 2.26 -0.53 -0.96
H -3.18 0.41 -2.78
C 1.41 -2.73 -1.86
H 4.03 -0.25 4.62
H 0.39 2.74 -4.38
H 2.68 1.78 4.02
C 1.54 0.71 2.55
C 1.60 -2.72 1.48
H 2.01 2.05 -0.05
H 3.36 2.25 -1.15
C -3.85 -2.49 -4.41
C -1.88 -4.38 -2.08
H -2.77 -1.28 -7.38
C -1.24 -6.38 -3.22
Tl -0.76 -0.34 0.50
H 1.55 -2.60 -2.94
H 3.66 2.18 0.57
H -4.82 5.07 -0.61
C -1.55 -1.75 -4.26
C -2.70 4.80 -0.78
O 0.66 -2.73 0.72
C -0.49 2.15 -4.09
H -0.62 1.38 -4.85
C 4.51 -1.72 0.11
H -4.78 0.61 -2.05
H -2.26 -4.76 -4.17
H -4.78 -2.24 -6.33
O -1.64 -1.86 -1.33
O 2.35 -3.78 1.74
H 3.58 -2.39 3.40
C -1.84 -5.13 -3.24
C -0.76 -6.12 -0.87
C 0.95 0.66 -2.53
H -0.15 5.45 -0.91
H -1.36 2.80 -4.09

=====

4.
C39H39AuBFN6O5S as an isolated structure, computed with ωB97M-V with the def2-TZVPD basis set.

Results
* orbital gap (spin up / spin down): 4.274 / 5.398 eV
* energy relative to the best compared isomer or geometry (same formula, charge and spin): 0.0 kJ/mol
* LUMO level (spin up / spin down): -5.028 / -6.202 eV
* E_HOMO (spin up / spin down): -9.30 / -11.60 eV
* multiplicity: 3
* total charge: +2
* largest force on an atom: 4.41 eV Å⁻¹

Cartesian coordinates (Å):
C 16.57 9.24 5.17
O 19.14 15.03 6.47
H 25.18 19.34 6.30
H 16.29 9.97 4.38
H 20.26 21.73 5.94
C 23.11 20.04 6.36
C 11.73 10.95 6.15
H 10.82 11.40 8.07
H 24.57 23.63 6.58
C 24.21 22.62 6.53
H 13.64 11.26 5.26
H 29.28 17.69 3.89
C 24.86 14.83 7.01
C 25.83 15.20 7.90
C 12.80 11.90 5.60
H 15.11 19.17 5.15
H 12.16 10.18 6.80
B 22.96 14.27 6.05
H 12.40 12.45 4.73
H 29.64 15.04 6.46
C 17.94 20.85 5.87
H 18.75 9.21 4.71
N 13.23 12.87 6.64
C 16.49 14.61 6.73
C 12.22 13.73 7.23
H 11.19 10.45 5.31
C 17.31 9.77 6.39
H 12.43 13.89 8.32
C 24.50 20.23 6.39
H 17.00 9.30 7.33
C 18.77 13.83 6.37
H 18.12 7.85 5.86
C 27.16 15.94 6.00
C 26.99 15.79 7.39
C 20.24 19.75 6.16
H 25.72 15.06 8.97
H 12.26 14.80 6.82
H 15.21 11.03 6.88
N 20.89 20.95 6.11
H 29.20 14.58 4.77
C 17.36 13.55 6.47
H 26.19 15.68 4.02
C 18.80 19.72 5.86
C 26.10 15.57 5.11
H 26.09 21.59 6.32
O 23.84 14.64 4.98
C 25.04 21.50 6.40
C 24.98 15.04 5.66
H 18.37 21.81 6.21
H 29.95 17.99 6.18
O 21.95 11.83 6.26
C 16.58 20.65 5.63
H 27.49 17.91 4.11
C 15.53 12.07 6.71
C 17.07 18.35 5.15
H 16.93 15.59 6.92
C 19.65 12.69 6.22
H 10.14 13.63 7.70
H 15.87 21.49 5.66
H 22.23 23.31 6.63
H 28.16 16.43 3.36
H 29.21 17.13 7.48
C 21.17 12.77 6.09
O 21.63 14.02 5.75
C 28.99 17.58 6.52
C 10.84 13.18 6.97
C 28.33 17.20 4.11
O 23.61 14.29 7.30
N 20.91 18.65 6.44
C 14.59 13.10 6.76
H 10.48 13.47 5.95
N 17.76 11.15 6.32
C 29.50 15.41 5.45
F 14.34 15.45 7.23
C 17.96 8.84 5.37
C 15.13 14.42 6.85
C 16.88 12.24 6.48
H 30.45 15.80 5.06
N 18.35 18.50 5.38
S 22.54 18.44 6.47
C 16.14 19.40 5.31
C 28.49 16.53 5.49
H 15.83 8.43 5.41
N 10.74 11.68 7.05
Au 20.09 16.87 6.66
H 16.77 17.34 4.87
H 9.76 11.42 6.79
H 19.80 10.55 6.43
C 22.28 21.19 6.40
H 28.28 18.40 6.63
C 22.86 22.45 6.57
H 27.81 16.01 8.10
C 19.13 11.42 6.39

=====

5.
C39H39BF6FeO2 as an isolated structure, computed with ωB97M-V with the def2-TZVPD basis set.

Results
* orbital gap (spin up / spin down): 6.321 / 4.570 eV
* LUMO level (spin up / spin down): 0.290 / -3.868 eV
* E_HOMO (spin up / spin down): -6.03 / -8.44 eV
* multiplicity: 5
* largest force on an atom: 5.31 eV Å⁻¹

Cartesian coordinates (Å):
F 3.35 3.83 -3.69
H -1.21 4.90 -7.14
C -4.33 0.99 -2.63
H -1.31 1.42 -8.30
H 2.04 -1.01 4.68
F 0.91 -2.17 -6.60
C 1.26 2.46 -4.85
H 3.64 -1.68 0.63
C 0.47 0.33 -5.67
C 2.08 -1.25 3.62
C -2.93 -0.64 -3.80
O -1.53 3.47 -4.99
C -2.56 -0.15 1.08
C 1.33 1.61 2.36
C 2.05 1.39 1.10
H -4.44 1.96 -2.15
H -2.94 5.21 -7.48
F 4.84 2.36 -4.36
H -1.97 -0.91 -4.25
C -4.06 -1.41 -4.02
H -2.98 -2.18 0.50
C 2.56 2.03 -5.05
H 1.44 0.25 -0.75
F 3.99 3.79 -5.79
H -1.71 3.08 -8.77
C -3.90 2.02 -7.45
H -3.79 1.10 -8.03
C 2.06 -1.44 -6.39
F 2.72 -1.40 -7.59
C 2.85 0.78 -5.57
C 0.21 1.63 -5.21
C 1.22 0.57 0.26
Fe 1.54 -0.31 1.95
H 1.15 -2.83 0.76
C -4.56 -1.37 1.75
C -5.43 0.16 -2.81
C 2.94 -1.62 1.46
C -1.93 1.29 -2.48
C -3.38 -1.30 1.03
C -1.46 2.44 -7.93
H -0.44 0.64 -1.31
H -4.14 2.95 -4.65
H -0.50 2.78 -7.50
H 0.16 -2.40 3.27
C -2.99 0.96 1.87
C -4.17 0.88 2.59
H 1.67 2.22 3.19
C 0.07 0.93 2.29
H -0.33 -0.35 -5.92
C -0.09 0.37 0.94
H -4.47 1.72 3.23
H 4.17 -0.58 3.05
C -3.89 3.88 -5.19
O -2.19 1.40 -5.91
H 0.17 1.73 -2.42
C -3.02 0.55 -2.99
C -4.97 -0.27 2.53
H -4.25 2.81 -8.14
H 3.02 1.81 0.83
H -3.97 -2.32 -4.63
C -0.55 0.90 -2.35
F 2.84 -2.19 -5.55
H -5.91 -0.32 3.08
H -0.23 0.01 -2.90
H -2.20 5.84 -6.00
H 3.87 0.47 -5.74
C -2.58 3.73 -5.94
C 1.09 -1.99 2.87
H -6.17 -1.68 -3.65
C 1.62 -2.23 1.53
H -6.40 0.47 -2.42
C 3.68 2.99 -4.72
C -5.30 -1.05 -3.51
H -0.72 0.90 3.02
H -4.66 1.86 -6.68
B -1.21 2.15 -5.25
H -4.71 4.13 -5.87
C 1.79 -0.07 -5.85
H -3.79 4.69 -4.46
C -2.57 2.40 -6.86
H -1.28 -0.73 -0.54
H -2.06 2.37 -2.58
C -1.30 -0.17 0.40
H 1.08 3.45 -4.44
C -2.21 4.99 -6.69
C 3.22 -1.02 2.75
H -2.35 1.84 1.94
H -5.15 -2.29 1.73